Record 1
C17H16Cl2N2OOsS2 as an isolated structure, computed with the ωB97M-V functional and the def2-TZVPD basis.

ORCA input file:
```
! RIJCOSX wB97M-V def2-TZVPD def2/J DEFGRID3
* xyz 2 5
Os 0.39 -0.36 0.05
C -2.12 2.62 -2.02
C -1.05 2.09 -1.12
N -1.07 0.77 -0.83
N -2.23 0.15 -1.23
C -2.39 -1.06 -0.83
S -1.23 -1.96 0.13
S -3.90 -1.87 -1.14
C -4.57 -1.07 -2.62
C -3.91 -1.92 -3.64
C -4.56 -3.11 -4.07
C -3.98 -3.90 -5.03
C -2.73 -3.55 -5.56
C -2.07 -2.38 -5.13
C -2.64 -1.59 -4.17
C -0.10 2.99 -0.55
C -0.36 4.39 -0.60
C 0.47 5.29 0.01
C 1.61 4.83 0.67
C 1.90 3.48 0.73
C 1.05 2.57 0.14
O 1.39 1.27 0.24
H -2.38 1.89 -2.78
H -1.80 3.53 -2.51
H -3.04 2.82 -1.46
H -4.32 -0.01 -2.63
H -5.64 -1.22 -2.57
H -5.52 -3.37 -3.66
H -4.49 -4.79 -5.39
H -2.26 -4.19 -6.29
H -1.11 -2.12 -5.56
H -2.13 -0.69 -3.83
H -1.26 4.76 -1.07
H 0.24 6.35 -0.03
H 2.27 5.54 1.15
H 2.78 3.12 1.25
Cl 4.25 -0.23 0.29
C 3.67 -1.83 0.57
Cl 1.88 -1.91 1.01
H 4.15 -2.27 1.44
H 3.79 -2.44 -0.31
*
```

Values from the calculation:
Maximum force, eV/A: 1.07
E_HOMO (alpha / beta), eV: -14.31 / -14.42
LUMO (alpha / beta), eV: -6.6 / -9.8
Gap between HOMO and LUMO (alpha / beta), eV: 7.7 / 4.7
E, Eh: -2648.906756

natural (NBO) population analysis, charges in e, atoms 1 to 6: atom 1 (Os): 1.174, atom 2 (C): -0.688, atom 3 (C): 0.452, atom 4 (N): -0.435, atom 5 (N): -0.300, atom 6 (C): -0.144



Record 2
C28H50P2SiTl as an isolated structure, computed with the ωB97M-V functional and the def2-TZVPD basis.

ORCA input file:
```
! RIJCOSX wB97M-V def2-TZVPD def2/J DEFGRID3
* xyz 1 1
Tl 0.78 -2.28 -0.78
C -0.60 -3.38 3.15
C 0.72 -3.84 2.88
C 0.89 -1.79 3.94
C -0.50 -2.11 3.78
C 1.64 -2.83 3.35
C -1.85 -4.09 2.77
H -1.83 -4.38 1.72
H -2.71 -3.44 2.92
H -1.97 -5.00 3.37
C -1.60 -1.17 4.07
H -2.57 -1.69 4.16
H -1.67 -0.40 3.27
H -1.40 -0.63 5.02
C 1.39 -0.53 4.54
H 1.11 -0.49 5.61
H 0.93 0.33 4.03
H 2.48 -0.45 4.45
C 3.11 -2.84 3.11
H 3.63 -3.59 3.73
H 3.53 -1.85 3.33
H 3.34 -3.06 2.05
C 1.10 -5.05 2.11
H 1.41 -5.89 2.77
H 1.94 -4.84 1.41
H 0.23 -5.40 1.50
C -1.20 1.00 -4.65
C -1.81 -0.19 -4.72
C -1.21 -1.44 -5.26
C 0.31 -1.51 -5.27
C 0.99 -1.00 -4.05
C 1.70 0.17 -4.03
C 1.27 1.42 -4.81
C -0.08 1.50 -5.49
H -1.58 -1.61 -6.28
H 0.73 -1.05 -6.17
H -1.60 -2.22 -4.57
H -0.08 1.09 -6.51
H -1.74 1.80 -4.14
H -2.91 -0.25 -4.58
H -0.26 2.59 -5.58
H 1.26 2.26 -4.11
H 2.80 0.09 -3.88
H 2.06 1.63 -5.56
H 0.52 -2.57 -5.27
H 1.21 -1.74 -3.28
P -1.40 0.57 -0.90
C -3.03 1.02 -1.67
C -1.27 -0.90 -2.07
P 1.50 2.42 -0.90
C -0.17 1.80 -1.71
C 2.45 0.84 -1.01
C 2.54 3.17 -2.22
H -3.34 2.00 -1.34
H -3.80 0.29 -1.38
H -2.96 1.01 -2.76
H -0.36 -0.66 -2.69
H -2.12 -1.00 -2.76
H -1.26 -1.95 -1.72
H 2.20 2.93 -3.24
H 3.59 2.83 -2.14
H 2.48 4.27 -2.14
H -0.75 2.72 -1.91
H 0.26 1.26 -2.57
H 2.36 0.22 -0.13
H 3.51 0.96 -1.22
H 2.06 0.38 -1.91
C -0.24 2.41 5.08
Si -0.85 2.89 3.39
C -2.69 3.14 3.51
C -0.20 4.58 3.03
C -0.40 1.61 2.11
C -0.23 0.70 1.27
H -0.49 3.14 5.85
H 0.84 2.28 5.09
H -0.67 1.45 5.39
H -2.91 3.88 4.28
H -3.12 3.49 2.57
H -3.20 2.21 3.77
H 0.88 4.63 2.97
H -0.60 4.99 2.10
H -0.55 5.18 3.87
*
```

Values from the calculation:
Maximum force, eV/A: 2.97
E_HOMO (alpha / beta), eV: -9.33 / -9.23
LUMO (alpha / beta), eV: -4.2 / -3.8
Gap between HOMO and LUMO (alpha / beta), eV: 5.1 / 5.4
E, Eh: -2240.995632

Löwdin population analysis, charges in e, atoms 1 to 6: atom 1 (Tl): 1.011, atom 2 (C): -0.221, atom 3 (C): -0.203, atom 4 (C): -0.192, atom 5 (C): -0.169, atom 6 (C): -0.211



Record 3
A 4-piece molecular cluster, C16H31IO16S4 overall, computed with the ωB97M-V functional and the def2-TZVPD basis.

ORCA input file:
```
! RIJCOSX wB97M-V def2-TZVPD def2/J DEFGRID3
* xyz 0 1
C -0.13 -3.30 -0.82
C 0.76 -2.85 -2.00
C 0.06 -1.86 -2.95
C 0.75 -0.50 -3.16
C 2.19 -0.65 -3.69
C 0.64 0.46 -1.97
O -0.75 0.80 -1.85
S -1.03 1.46 -0.43
O -2.24 0.87 0.03
O -0.97 2.88 -0.48
O 0.24 0.91 0.30
C 1.08 0.03 -0.57
C 2.50 0.36 -0.12
C 3.55 -0.71 -0.47
C 3.54 -1.85 0.55
I 4.80 -1.45 2.22
H -0.92 -2.56 -0.63
H 0.43 -3.43 0.10
H -0.65 -4.22 -1.08
H 1.07 -3.75 -2.53
H 1.67 -2.40 -1.58
H -0.98 -1.68 -2.66
H 0.03 -2.33 -3.94
H 0.19 0.00 -3.95
H 2.22 -0.42 -4.75
H 2.56 -1.67 -3.58
H 2.88 0.06 -3.22
H 1.25 1.34 -2.23
H 0.79 -0.96 -0.23
H 2.80 1.33 -0.51
H 2.47 0.43 0.97
H 3.43 -1.14 -1.46
H 4.52 -0.23 -0.46
H 3.94 -2.76 0.11
H 2.54 -2.09 0.91
O -3.90 -4.91 1.10
S -4.59 -4.20 0.08
O -5.46 -4.88 -0.81
O -3.52 -3.35 -0.74
C -3.87 -1.96 -0.73
C -4.60 -1.77 0.58
O -5.38 -2.97 0.72
H -4.52 -1.76 -1.58
H -2.98 -1.34 -0.79
H -5.26 -0.91 0.58
H -3.91 -1.70 1.42
O 2.46 -3.44 4.54
S 1.44 -2.78 3.79
O 1.20 -3.12 2.43
O 1.64 -1.21 3.92
C 0.45 -0.59 4.44
C -0.17 -1.67 5.31
O 0.06 -2.88 4.57
H -0.20 -0.32 3.60
H 0.71 0.30 5.00
H -1.24 -1.53 5.46
H 0.33 -1.75 6.27
O 0.42 5.77 -2.09
S 0.12 5.95 -0.71
O 0.26 4.89 0.21
O -1.34 6.58 -0.60
C -1.31 7.82 0.12
C 0.07 8.38 -0.17
O 0.92 7.23 -0.16
H -1.45 7.61 1.18
H -2.11 8.47 -0.23
H 0.40 9.09 0.58
H 0.12 8.84 -1.16
*
```

Values from the calculation:
Structure (SMILES): CCC[C@H](C)[C@H]1OS(=O)(=O)O[C@@H]1CCCI.O=S1(=O)OCCO1.O=S1(=O)OCCO1.O=S1(=O)OCCO1
Maximum force, eV/A: 1.27
E_HOMO, eV: -9.39
LUMO, eV: 0.4
Gap between HOMO and LUMO, eV: 9.7
E, Eh: -3722.452827

natural (NBO) population analysis, charges in e, atoms 1 to 6: atom 1 (C): -0.616, atom 2 (C): -0.412, atom 3 (C): -0.408, atom 4 (C): -0.232, atom 5 (C): -0.621, atom 6 (C): 0.074